# 1
ORCA calculation (ωB97M-V/def2-TZVPD) on C4H7ClNO2 as an isolated structure in a non-equilibrium geometry.

XYZ file:
```
15
Properties=species:S:1:pos:R:3:forces:R:3
C 1.34135 -1.08291 -0.38705 -3.130 -1.774 1.744
C 1.45160 0.39213 -0.44279 -0.491 2.496 -2.819
C -1.02302 -1.33194 1.11598 -1.637 0.077 2.357
C -0.79016 1.53093 -0.65770 -1.424 -0.678 -3.612
N -0.48453 -0.81812 -0.06825 3.753 -0.683 -3.467
O 1.89023 -2.09537 -0.29587 0.014 1.050 -0.478
O 0.04397 0.61073 0.01943 0.385 -0.752 1.725
Cl 2.62688 1.18693 0.57594 -0.652 -0.554 -0.467
H 1.47797 0.81918 -1.57592 0.193 -1.114 2.600
H -2.14858 -1.71184 0.94850 2.467 1.237 0.530
H -0.42480 -2.20935 1.43517 -0.251 0.355 -0.040
H -0.87946 -0.50587 1.92051 -0.750 -1.607 -0.906
H -0.94350 1.22167 -1.78686 0.882 0.655 2.101
H -1.81276 1.54164 -0.30536 0.137 -0.337 0.895
H -0.32518 2.45220 -0.49573 0.503 1.628 -0.163
```
Forces are in eV/Å.

The total charge is +1. As for the multiplicity: 1. The HOMO energy is -14.4 eV. The value obtained for the energy above the lowest of the compared OMol25 structures with the same formula, charge and spin is 3.9275 eV. The calculation puts the LUMO energy at -4.9057 eV.

Atomic partial charges in e from the natural (NBO) method, atoms 1 to 2: number 1, C, carries 0.7235; number 2, C, carries -0.0810

=====

# 2
ORCA calculation (ωB97M-V/def2-TZVPD) on C4H7ClO in the gas phase in a non-equilibrium geometry.

XYZ file:
```
13
Properties=species:S:1:pos:R:3:forces:R:3
C 2.57523 -0.80724 -0.02061 2.386 -0.777 2.053
C 1.30870 -0.55399 -0.12548 -2.210 0.311 -1.434
C 0.56708 0.67632 0.34518 0.240 -2.783 2.472
O 0.32208 1.56998 -0.62685 0.036 2.446 -0.739
C -0.81628 0.32185 0.96480 1.014 -0.304 -1.883
Cl -1.82564 -0.60209 -0.25198 0.190 0.505 0.449
H 3.04590 -1.74529 -0.30696 -0.375 0.140 -0.608
H 3.23904 -0.29122 0.69521 -0.441 0.396 -0.609
H 0.68009 -1.18773 -0.73746 0.052 -0.353 -0.145
H 1.26086 0.98395 1.14822 -0.614 1.046 -0.021
H 0.48469 1.18176 -1.46626 0.219 -0.401 -1.181
H -1.31577 1.22621 1.19653 -0.640 0.747 0.163
H -0.74399 -0.31366 1.78581 0.142 -0.973 1.483
```
Forces are in eV/Å.

As for the multiplicity: 1. The HOMO energy is -10.5 eV. The value obtained for the energy above the lowest of the compared OMol25 structures with the same formula, charge and spin is 1.3958 eV. The calculation puts the LUMO energy at 0.9535 eV. Its SMILES is C=C[C@@H](O)CCl.

Atomic partial charges in e from the natural (NBO) method, atoms 1 to 2: number 1, C, carries -0.3664; number 2, C, carries -0.2197

=====

# 3
ORCA calculation (ωB97M-V/def2-TZVPD) on C4H7ClOS in the gas phase in a non-equilibrium geometry.

XYZ file:
```
14
Properties=species:S:1:pos:R:3:forces:R:3
C 0.02074 1.17861 0.20160 -0.030 0.386 0.023
C -0.07602 -0.34415 0.58903 0.890 2.155 -1.178
C -0.50648 -1.10641 -0.61766 -1.944 1.526 -1.873
S -2.56658 -1.10522 -0.67381 0.345 0.215 -0.301
O -2.78386 -1.28321 0.77922 -0.443 -0.220 0.973
C -4.04891 0.42031 -1.05559 2.096 -1.472 -3.285
Cl -4.40641 0.97380 0.34345 -0.704 1.023 3.157
H -0.43578 1.93673 0.91354 0.470 -1.196 -0.704
H 1.08434 1.36595 0.14570 0.272 0.589 -0.009
H -0.35719 1.39490 -0.82766 -0.019 -0.281 0.857
H 0.88638 -0.62050 1.06595 -0.502 -0.341 -0.612
H -0.81213 -0.43506 1.33668 -1.069 -0.566 0.914
H -0.58403 -2.13423 -0.54764 0.338 -2.306 0.562
H -0.24003 -0.91420 -1.69889 0.300 0.488 1.477
```
Forces are in eV/Å.

As for the multiplicity: 1. The HOMO energy (spin up / spin down) is -8.2 / -8.2 eV. The value obtained for the energy above the lowest of the compared OMol25 structures with the same formula, charge and spin is 6.1811 eV. The calculation puts the LUMO energy (spin up / spin down) at -1.1756 / -1.1751 eV. Its SMILES is CCCS(=O)#CCl.

Atomic partial charges in e from the natural (NBO) method, atoms 1 to 2: number 1, C, carries -0.6159; number 2, C, carries -0.4705

=====

# 4
ORCA calculation (ωB97M-V/def2-TZVPD) on C4H7ClS in the gas phase in a non-equilibrium geometry.

XYZ file:
```
13
Properties=species:S:1:pos:R:3:forces:R:3
C -2.32852 -0.65318 -0.53225 -3.226 -0.298 3.050
C -1.13666 -0.07627 -0.24984 -2.113 1.616 1.222
Cl -0.75861 1.75139 -0.38316 -1.924 -1.700 -0.086
C 0.01885 -0.76962 0.31948 -2.185 -1.992 -0.017
S 1.26385 -0.53456 -0.81035 2.626 -0.306 -1.921
C 2.01414 0.86404 -0.02168 3.062 2.379 1.363
H -2.57520 -1.83472 -0.20697 1.338 3.286 -1.172
H -3.42041 -0.04547 -0.37228 3.456 -1.346 -1.496
H 0.46351 -0.64999 1.26556 -0.164 1.709 1.563
H -0.40852 -1.75376 0.56937 0.705 -0.579 -1.173
H 1.70809 1.96827 -0.11915 -0.882 -2.026 0.232
H 2.97980 1.08652 -0.61901 -0.722 -1.282 1.362
H 2.17967 0.64734 1.16027 0.029 0.540 -2.926
```
Forces are in eV/Å.

As for the multiplicity: 1. The HOMO energy is -8.6 eV. The value obtained for the energy above the lowest of the compared OMol25 structures with the same formula, charge and spin is 3.2782 eV. The calculation puts the LUMO energy at 0.6504 eV. Its SMILES is C=C(Cl)CSC.

Atomic partial charges in e from the natural (NBO) method, atoms 1 to 2: number 1, C, carries -0.4688; number 2, C, carries 0.0545

=====

Look up the multiplicity of the second one.
1

=====

What is the multiplicity in the first record?
1